{
  "formula": "C2H6OS2",
  "method": "wB97M-V/def2-TZVPD",
  "species": ["C", "C", "O", "H", "H", "H", "H", "S", "S", "H", "H"],
  "coordinates": [[-1.1687, 0.5153, 0.7099], [-1.1884, -0.5222, -0.1055], [-2.1124, -0.6494, -1.1040], [-0.3586, 0.6297, 1.4051], [-1.8957, 1.3205, 0.6516], [-0.4456, -1.3033, -0.0321], [-2.1797, -1.5707, -1.3684], [2.4411, 1.3958, -0.3883], [2.6390, -0.6219, 0.1252], [1.5125, 1.1794, -1.3291], [2.7566, -0.3733, 1.4357]],
  "nbo_charge": [-0.505, 0.126, -0.688, 0.207, 0.207, 0.170, 0.479, -0.130, -0.142, 0.142, 0.135],
  "e_homo_ev": -8.8229,
  "smiles": "C=CO.SS",
  "energy_ev": -25888.060,
  "mol_weight_g_mol": 110.20
}

***

{
  "formula": "C2H6OS2",
  "method": "wB97M-V/def2-TZVPD",
  "species": ["C", "C", "O", "S", "S", "H", "H", "H", "H", "H", "H"],
  "coordinates": [[-2.8724, 0.9795, 0.4335], [-1.7553, 0.3039, 0.3871], [2.3446, 0.4709, 0.3886], [3.4669, -1.5973, -1.3814], [1.9803, -0.7680, -0.1936], [3.9594, -0.5520, -2.0960], [-2.9047, 2.0623, 0.9006], [-3.8492, 0.7674, 0.0961], [-0.8738, 0.5609, 0.8164], [-1.7470, -0.5284, -0.1908], [2.2512, -1.6992, 0.8394]],
  "nbo_charge": [-0.361, -0.387, -0.844, -0.267, 0.885, 0.163, 0.177, 0.194, 0.192, 0.179, 0.070],
  "e_homo_ev": [-5.4262, -10.0023],
  "energy_ev": -25882.044,
  "spin_multiplicity": 3,
  "mol_weight_g_mol": 110.20
}